1.
A 3-piece molecular cluster, C4H11NO2 overall. Source: the Open Molecules 2025 dataset; level of theory: ωB97M-V/def2-TZVPD.

```
18
Properties=species:S:1:pos:R:3:forces:R:3:lowdin_charge:R:1
C -0.15316 -0.55432 -1.03008 -0.153 -0.771 -0.371 -0.11
C 0.18718 -0.20700 0.38912 -0.640 0.354 0.239 -0.16
C 1.39141 0.12460 0.84176 -0.200 -0.352 -0.288 -0.18
N 1.73371 0.35342 2.21029 -0.251 0.064 -1.133 0.00
C 0.88904 0.96601 2.91060 -0.515 0.112 1.508 -0.07
H 0.20986 -1.53768 -1.34589 0.707 0.143 0.171 0.07
H 0.19031 0.19070 -1.74787 -0.095 -0.024 -0.052 0.07
H -1.21532 -0.75831 -1.18356 -0.156 0.764 0.234 0.06
H -0.66469 -0.14263 1.06119 0.118 -0.340 0.174 0.09
H 2.18227 0.09308 0.09986 0.511 0.108 0.465 0.10
H -0.09607 1.36872 2.64683 0.248 -0.022 -0.801 0.08
H 1.04567 1.06194 3.98835 0.431 -0.038 -0.149 0.07
H 3.17713 2.82304 -2.58972 0.001 -0.277 -0.099 0.03
H 2.30448 1.75474 -1.85045 0.234 0.187 -0.217 0.01
O 2.57535 2.68027 -1.85647 -0.243 0.092 0.324 -0.06
H -4.05095 -2.27970 -1.16375 0.468 0.327 -0.332 0.01
H -4.95669 -3.42702 -0.81968 -0.007 0.569 0.303 0.05
O -4.74954 -2.50984 -0.56053 -0.458 -0.895 0.027 -0.06
```
Forces are in eV/Å.

Computed properties:
energy relative to the best compared isomer or geometry (same formula, charge and spin) = 253.93 kJ/mol
structure (SMILES) = C=N/C=C/C.O.O
calculated total energy = -364.17145 hartree
HOMO energy = -9.12 eV


2.
A 2-piece molecular cluster, C4H11NO2 overall. Source: the Open Molecules 2025 dataset; level of theory: ωB97M-V/def2-TZVPD.

```
18
Properties=species:S:1:pos:R:3:forces:R:3:lowdin_charge:R:1
C 1.15071 0.11484 -0.76273 3.204 -0.790 1.727 -0.09
N 0.85902 -0.33424 0.64105 -1.470 0.309 -1.804 -0.29
C 1.43362 0.61201 1.55721 1.907 -0.432 -0.186 -0.14
C -0.60353 -0.48963 0.80856 1.190 -1.428 1.147 -0.16
C -1.09375 -1.68157 -0.07003 0.116 1.916 -0.728 -0.21
O -2.17733 -1.61163 -0.60686 0.116 -0.579 0.429 0.02
H 0.94210 1.19561 -0.88441 -0.295 -0.657 -0.415 0.08
H 0.71269 -0.59875 -1.45002 -0.322 0.495 -0.342 0.06
H 2.31926 -0.04537 -0.84390 -2.151 0.540 -0.180 0.12
H 2.53340 0.39886 1.52351 -0.637 0.556 0.026 0.09
H 1.28116 1.65651 1.25493 -0.182 0.047 0.280 0.08
H 1.17268 0.42652 2.59132 -0.491 0.054 0.133 0.08
H -0.63120 -0.67430 1.92378 -0.969 -0.006 -1.164 0.13
H -1.23583 0.33594 0.47435 0.132 0.314 0.316 0.11
H -0.33589 -2.38020 -0.47802 -0.069 -0.328 0.745 0.13
H -2.26109 1.83931 -2.08499 -0.885 -0.564 0.014 0.04
H -2.26601 0.20423 -1.72602 -0.910 0.499 -0.121 0.01
O -1.79999 1.03185 -1.86772 1.717 0.054 0.123 -0.05
```
Forces are in eV/Å.

Computed properties:
energy relative to the best compared isomer or geometry (same formula, charge and spin) = 230.16 kJ/mol
structure (SMILES) = CN(C)CC=O.O
calculated total energy = -364.18051 hartree
HOMO energy = -8.96 eV


3.
A 2-piece molecular cluster, C4H11NO2 overall. Source: the Open Molecules 2025 dataset; level of theory: ωB97M-V/def2-TZVPD.

```
18
Properties=species:S:1:pos:R:3:forces:R:3:lowdin_charge:R:1
C 1.26361 -1.42236 -2.20422 0.382 2.038 -0.025 -0.10
N 0.77597 -0.44813 -1.17986 -0.208 -0.918 -0.125 -0.08
C -1.60286 -1.34981 -1.04713 0.612 -1.181 0.132 -0.04
C -0.23994 -1.09867 -0.37200 -1.328 0.515 1.051 -0.41
C -0.50793 -0.36192 0.93873 1.281 0.409 -0.409 -0.24
O -0.64098 -0.93471 1.98365 -0.446 0.006 0.154 0.06
H 2.32397 -1.20651 -2.32235 0.263 -0.765 0.196 0.07
H 0.86549 -1.12265 -3.17348 -0.420 -0.658 -0.169 0.07
H 1.01107 -2.43039 -1.90631 0.266 -0.204 -0.256 0.08
H 0.36868 0.31997 -1.69909 -0.117 0.146 0.265 0.10
H -2.24225 -1.93868 -0.38089 -0.061 0.397 0.101 0.09
H -1.42193 -2.03799 -1.87765 -0.175 0.390 -0.335 0.07
H -2.09954 -0.44166 -1.36276 -0.089 0.167 -0.147 0.08
H 0.11549 -2.03674 0.04039 0.388 -0.363 -0.456 0.14
H -0.40962 0.74494 0.89687 -0.347 0.025 0.021 0.13
H 1.52916 5.15618 4.89055 0.125 -0.256 -0.084 0.03
H 0.21588 5.02577 4.07855 0.183 -0.117 0.042 0.03
O 0.69571 5.58336 4.69700 -0.308 0.370 0.044 -0.06
```
Forces are in eV/Å.

Computed properties:
energy relative to the best compared isomer or geometry (same formula, charge and spin) = 186.53 kJ/mol
structure (SMILES) = CN[C@H](C)C=O.O
calculated total energy = -364.19713 hartree
HOMO energy = -9.21 eV


4.
C4H11NO2 in the gas phase. Source: the Open Molecules 2025 dataset; level of theory: ωB97M-V/def2-TZVPD.

```
18
Properties=species:S:1:pos:R:3:forces:R:3:lowdin_charge:R:1
C 0.85378 0.02665 -1.17695 -0.471 0.560 0.367 -0.23
O 2.23557 0.15152 -1.44882 0.380 -0.482 -0.112 -0.05
C 0.51382 0.47195 0.25199 0.577 -1.001 -0.268 -0.38
C -0.86468 0.00746 0.71198 -0.006 0.375 0.167 -0.41
C -1.02434 -1.49505 0.81393 0.083 -1.052 0.150 -0.05
O -1.91466 0.62703 -0.02702 -0.035 -0.157 -0.086 -0.03
N 0.71614 1.87462 0.52478 0.022 0.618 -0.116 0.06
H 0.49493 -0.99119 -1.28257 0.079 -0.408 -0.210 0.11
H 0.33617 0.63752 -1.91883 -0.069 0.101 0.020 0.12
H 2.67491 -0.69376 -1.26629 -0.201 0.470 -0.001 0.10
H 1.21439 -0.14643 0.85351 -0.092 0.403 0.069 0.14
H -0.96021 0.40822 1.72031 -0.142 0.137 0.100 0.14
H -0.07359 -2.03098 0.90281 0.105 0.280 -0.057 0.08
H -1.53855 -1.96855 -0.02963 -0.009 0.342 -0.067 0.08
H -1.57245 -1.79010 1.71126 -0.191 0.199 -0.122 0.08
H -1.98341 0.17128 -0.87458 -0.050 0.102 0.054 0.09
H -0.14440 2.32253 0.80583 -0.175 -0.100 0.083 0.07
H 1.03658 2.41727 -0.27171 0.194 -0.384 0.027 0.08
```
Forces are in eV/Å.

Computed properties:
energy relative to the best compared isomer or geometry (same formula, charge and spin) = 132.58 kJ/mol
structure (SMILES) = C[C@H](O)[C@H](N)CO
calculated total energy = -364.21767 hartree
HOMO energy = -9.08 eV


5.
C4H11NO2 in the gas phase. Source: the Open Molecules 2025 dataset; level of theory: ωB97M-V/def2-TZVPD.

```
18
Properties=species:S:1:pos:R:3:forces:R:3:lowdin_charge:R:1
C -0.34342 -1.77620 1.30419 1.620 -1.571 -0.024 -0.14
N 0.40578 -0.58075 0.93629 -1.710 -0.242 0.798 -0.10
C -0.35361 0.23175 -0.04167 3.057 0.776 -0.025 -0.30
C 0.22086 1.68242 0.22720 -1.304 -1.594 -1.326 -0.20
O -0.62513 2.68289 -0.33537 0.550 -0.102 0.463 -0.05
C -0.02993 -0.33372 -1.42361 -1.705 -0.168 -1.776 -0.24
O 1.33381 -0.36858 -1.82465 -0.069 0.283 0.999 -0.06
H 0.30102 -2.49460 1.84004 0.095 0.604 0.282 0.08
H -0.57708 -2.43671 0.45057 -0.762 0.538 -0.069 0.07
H -1.17660 -1.59777 1.97651 -0.266 0.299 -0.323 0.08
H 1.33555 -0.79856 0.60605 -0.154 -0.110 -0.267 0.11
H -1.42037 0.26172 0.14384 -0.152 -0.345 0.162 0.15
H 1.20167 1.73773 -0.24561 0.122 0.402 0.250 0.11
H 0.30243 1.66940 1.30360 0.181 0.708 0.295 0.11
H -1.24963 2.88219 0.36328 -0.297 0.280 -0.095 0.08
H -0.60495 0.11799 -2.26081 0.132 0.484 0.634 0.13
H -0.41264 -1.35582 -1.48908 0.345 -0.200 0.369 0.11
H 1.69224 0.47661 -1.53075 0.317 -0.043 -0.347 0.07
```
Forces are in eV/Å.

Computed properties:
energy relative to the best compared isomer or geometry (same formula, charge and spin) = 204.32 kJ/mol
structure (SMILES) = CNC(CO)CO
calculated total energy = -364.19035 hartree
HOMO energy = -8.91 eV


6.
A 2-piece molecular cluster, C4H11NO2 overall. Source: the Open Molecules 2025 dataset; level of theory: ωB97M-V/def2-TZVPD.

```
18
Properties=species:S:1:pos:R:3:forces:R:3:lowdin_charge:R:1
C 1.21430 -0.07384 -1.10977 0.035 1.972 0.063 -0.02
C -0.39733 -0.01610 -1.04818 2.116 -3.137 -1.241 -0.42
N -0.83000 -0.47622 0.21002 -1.088 1.539 -1.965 0.02
C -0.03517 -0.53783 1.39506 -2.703 1.066 3.504 -0.28
C -0.31800 -1.82739 2.27653 3.814 -0.596 -3.016 -0.08
O -1.05633 -0.08549 -2.10673 0.888 1.250 2.987 0.01
H 1.60552 -0.91636 -0.53390 -0.281 -0.346 -0.786 0.06
H 1.56366 -0.00809 -2.14613 -0.443 -0.661 0.153 0.07
H 1.82349 0.76700 -0.65720 -1.310 -0.357 -0.106 0.09
H -1.81462 -0.27725 0.31909 -0.162 -0.453 0.212 0.14
H -0.23168 0.37524 2.11471 0.431 -1.348 -1.459 0.14
H 0.96376 -0.51037 1.12682 1.752 -0.018 -0.192 0.05
H 0.64286 -1.93716 2.88693 -1.681 0.064 -0.217 0.09
H -0.22100 -2.67545 1.49211 -0.573 0.977 1.491 0.10
H -1.22148 -1.87734 2.82134 -0.811 0.123 0.537 0.04
H -0.68582 2.94831 -3.02664 0.339 0.347 0.616 0.04
H -0.80784 3.62563 -1.62684 0.621 -0.201 -0.940 0.05
O -0.19433 3.50273 -2.38722 -0.945 -0.220 0.358 -0.09
```
Forces are in eV/Å.

Computed properties:
energy relative to the best compared isomer or geometry (same formula, charge and spin) = 157.12 kJ/mol
structure (SMILES) = CCNC(C)=O.O
calculated total energy = -364.20833 hartree
HOMO energy = -9.72 eV


7.
A 2-piece molecular cluster, C4H11NO2 overall. Source: the Open Molecules 2025 dataset; level of theory: ωB97M-V/def2-TZVPD.

```
18
Properties=species:S:1:pos:R:3:forces:R:3:lowdin_charge:R:1
C -0.90108 -2.68816 0.09193 0.278 0.861 -0.495 -0.13
N -1.22258 -1.24405 0.10696 0.064 -0.114 0.493 -0.15
C -0.26800 -0.48137 -0.73022 -0.434 -1.107 1.345 -0.25
C -0.61156 0.98642 -0.67937 0.363 1.256 -1.345 -0.15
C 0.39136 1.86019 -1.45070 0.743 -2.280 -1.664 -0.25
O 1.57886 1.67719 -1.40716 0.494 0.472 0.944 0.05
H -1.06029 -3.03168 -0.93774 0.020 -0.656 0.199 0.07
H 0.15387 -2.83428 0.32948 -0.029 0.043 0.067 0.08
H -1.49005 -3.23628 0.82511 -0.153 0.033 -0.199 0.07
H -2.11782 -1.18465 -0.35443 -0.394 0.263 0.154 0.09
H 0.68440 -0.64694 -0.22642 0.324 0.033 -0.615 0.12
H -0.34596 -0.95352 -1.71303 0.756 0.568 -0.449 0.12
H -0.63410 1.34267 0.34890 -0.611 -0.093 0.027 0.12
H -1.49079 1.16577 -1.30528 -0.678 -0.005 0.968 0.11
H 0.06486 2.33511 -2.40026 -0.708 0.748 0.620 0.12
H 0.76371 1.21689 3.00822 0.000 -0.049 0.007 0.03
H 0.37234 -0.26108 3.11193 0.171 0.208 -0.006 0.03
O 1.09580 0.35784 3.28684 -0.206 -0.182 -0.052 -0.06
```
Forces are in eV/Å.

Computed properties:
energy relative to the best compared isomer or geometry (same formula, charge and spin) = 210.66 kJ/mol
structure (SMILES) = CNCCC=O.O
calculated total energy = -364.18794 hartree
HOMO energy = -9.34 eV


8.
A 2-piece molecular cluster, C4H11NO2 overall. Source: the Open Molecules 2025 dataset; level of theory: ωB97M-V/def2-TZVPD.

```
18
Properties=species:S:1:pos:R:3:forces:R:3:lowdin_charge:R:1
C 0.34241 0.90784 2.67572 0.353 -2.910 1.881 -0.37
N -0.69179 0.51235 1.83923 1.131 1.096 -0.228 0.03
C -1.06030 2.11756 -0.17318 0.880 -1.592 -0.634 -0.06
C -0.52636 0.77614 0.41277 1.366 0.706 -1.745 -0.47
C -1.18511 -0.36436 -0.41754 -1.609 -2.726 2.264 -0.10
O 1.41057 1.42370 2.41922 -1.178 0.333 -0.640 0.01
H 0.26880 0.33720 3.70420 -0.502 1.388 -1.225 0.15
H -1.55941 0.16960 2.24613 0.482 0.154 -0.227 0.13
H -2.09826 1.90834 -0.53143 0.817 0.842 0.161 0.08
H -0.29569 2.20221 -0.98465 -1.297 0.529 -0.049 0.09
H -0.93211 2.98416 0.45233 -0.267 0.194 0.393 0.06
H 0.62268 0.81171 0.24655 -1.906 -0.297 0.475 0.15
H -0.71638 -1.33277 0.08829 -0.799 1.532 -1.834 0.10
H -2.23196 -0.39976 0.11245 1.324 -0.034 -1.382 0.08
H -1.41108 -0.46487 -1.58921 1.203 0.785 2.790 0.12
H 1.78828 -3.90759 -4.23438 0.112 -0.347 -1.071 0.03
H 0.69001 -4.23808 -5.32485 3.892 0.063 0.416 0.11
O 1.75115 -4.20866 -5.17506 -4.003 0.283 0.656 -0.14
```
Forces are in eV/Å.

Computed properties:
energy relative to the best compared isomer or geometry (same formula, charge and spin) = 222.12 kJ/mol
structure (SMILES) = CC(C)NC=O.O
calculated total energy = -364.18357 hartree
HOMO energy = -9.98 eV


9.
C4H11NO2 in the gas phase. Source: the Open Molecules 2025 dataset; level of theory: ωB97M-V/def2-TZVPD.

```
18
Properties=species:S:1:pos:R:3:forces:R:3:lowdin_charge:R:1
C -0.60322 -1.74525 -0.05734 -2.011 1.377 0.848 -0.16
O -2.07032 -1.69847 0.11789 1.162 -0.035 0.296 -0.09
C 0.06434 -0.48058 0.54472 0.373 -1.018 -0.460 -0.36
C -0.24058 0.71204 -0.37536 0.264 0.882 1.404 -0.40
C 0.43767 1.96964 0.16845 1.221 0.169 -0.792 -0.05
O 0.23342 0.61115 -1.71637 -0.053 -0.943 0.483 -0.02
N 1.49091 -0.72403 0.58150 0.539 -0.065 -0.256 0.05
H -0.29977 -2.62274 0.48764 0.329 -0.460 -0.311 0.11
H -0.50463 -1.72659 -1.13345 1.036 -0.570 -0.138 0.11
H -0.31883 -0.26037 1.57446 -0.305 -0.105 -0.848 0.16
H -1.33305 0.77968 -0.25658 0.076 0.492 -0.689 0.14
H 0.61905 2.62868 -0.68091 -0.963 0.605 0.175 0.08
H 0.06624 2.44178 1.05842 -0.686 0.241 0.164 0.08
H 1.49932 1.81579 0.36705 0.081 -0.690 0.310 0.07
H -0.47985 0.73967 -2.33399 -0.393 0.043 -0.187 0.09
H 1.98868 0.05520 0.98025 0.103 0.029 0.039 0.06
H 1.77482 -1.55520 1.08082 -0.283 -0.057 0.059 0.07
H -2.32422 -0.94041 -0.40720 -0.490 0.105 -0.096 0.05
```
Forces are in eV/Å.

Computed properties:
energy relative to the best compared isomer or geometry (same formula, charge and spin) = 179.48 kJ/mol
structure (SMILES) = C[C@@H](O)[C@H](N)CO
calculated total energy = -364.19981 hartree
HOMO energy = -9.32 eV


10.
A 2-piece molecular cluster, C4H11NO2 overall. Source: the Open Molecules 2025 dataset; level of theory: ωB97M-V/def2-TZVPD.

```
18
Properties=species:S:1:pos:R:3:forces:R:3:lowdin_charge:R:1
C 0.87481 1.20872 -0.56229 -0.567 0.872 -0.617 -0.16
C 0.66696 1.34949 0.94256 0.571 0.236 0.688 -0.11
C 0.24868 -0.00536 -1.23855 0.938 -0.387 0.582 -0.51
N 0.53923 -1.17962 -0.58110 -0.042 0.316 -0.124 0.00
C 0.05168 -2.44509 -1.04106 0.021 -1.532 0.142 -0.09
O -0.39048 0.04836 -2.26122 -0.431 0.112 -0.086 0.07
H 1.92510 1.26668 -0.84452 0.172 -0.235 0.107 0.12
H 0.43217 2.07151 -1.06421 -0.064 -0.125 -0.055 0.11
H 0.36064 2.35078 1.25030 -0.302 0.064 -0.416 0.07
H -0.07021 0.65024 1.32996 0.042 -0.100 -0.033 0.05
H 1.60370 1.25493 1.50362 -0.103 -0.524 -0.087 0.08
H 1.36247 -1.15961 -0.00040 -0.218 -0.056 0.165 0.13
H 0.81826 -3.11774 -1.44912 0.138 0.594 -0.496 0.08
H -0.74960 -2.30688 -1.75868 0.132 0.148 -0.127 0.08
H -0.33056 -3.09694 -0.24541 -0.268 0.621 0.316 0.08
H -1.59378 1.73406 3.17025 0.030 0.355 -0.157 0.02
H -1.03616 0.35082 3.35915 0.817 -0.640 -0.197 0.00
O -1.77915 0.88934 3.57403 -0.867 0.281 0.395 -0.04
```
Forces are in eV/Å.

Computed properties:
energy relative to the best compared isomer or geometry (same formula, charge and spin) = 66.31 kJ/mol
structure (SMILES) = CCC(=O)NC.O
calculated total energy = -364.24292 hartree
HOMO energy = -9.67 eV


Short version: orbital gap = 9.7312 9.7355 9.9643 9.8208 9.7191 10.4011 10.1499 10.4832 9.9869 10.2901 eV, in the order given.